[1]
Molecular formula: C28H31CrO4Si
Method: DFT, the ωB97M-V functional and the def2-TZVPD basis

## Properties
Total charge: +2
Frontier orbital gap (alpha / beta) (Ha): 0.261 / 0.113
LUMO (alpha / beta) (eV): -5.0 / -10.7
Spin multiplicity: 4

Structure (XYZ):
```
65
Properties=species:S:1:pos:R:3:forces:R:3:nbo_charge:R:1
C 6.1783 1.7990 -4.1898 -0.3296 -0.1640 -0.0554 -1.15
Si 4.8072 1.4854 -2.9690 1.7629 1.3776 -0.8000 1.82
C 4.9838 -0.2091 -2.2142 -0.5317 -1.5600 0.5963 -1.02
C 4.8257 2.7837 -1.6278 -0.4862 0.3732 0.7364 -1.08
O 3.3215 1.5645 -3.8045 -0.1737 -0.4297 0.6041 -0.48
C 2.1011 1.4882 -3.1483 -0.8093 -2.1581 0.6331 0.27
C 1.6617 0.2776 -2.7067 1.2603 0.7656 -1.1594 -0.22
C 0.3057 -0.0589 -2.1855 -0.4987 -0.1546 0.3476 -0.43
C -0.8618 0.4271 -3.0678 0.1203 -0.1394 0.2860 -0.39
C -1.0542 1.9403 -3.0489 -0.1751 0.0361 -0.2860 -0.41
C 0.0107 2.7189 -3.8162 0.0954 0.0821 -0.2024 -0.39
C 1.3507 2.7940 -3.0749 0.3519 0.6377 0.0418 -0.45
H 7.1465 1.7348 -3.6742 -0.2200 0.0112 -0.0478 0.27
H 6.1843 1.0616 -5.0004 0.0166 0.0978 0.1116 0.27
H 6.1058 2.7935 -4.6445 -0.0148 -0.1307 0.1109 0.27
H 5.8973 -0.2292 -1.6004 -0.1375 0.4405 -0.2693 0.29
H 4.1319 -0.4646 -1.5701 0.2596 0.1960 -0.1354 0.26
H 5.0757 -0.9833 -2.9880 -0.0449 0.3538 0.0088 0.27
H 5.7335 2.6536 -1.0170 -0.2427 -0.1048 -0.2865 0.28
H 4.8373 3.7983 -2.0495 0.0186 -0.3355 -0.1106 0.28
H 3.9522 2.7015 -0.9664 0.2302 -0.0161 -0.0966 0.25
H 2.3430 -0.5761 -2.8337 -0.2761 0.5004 -0.1129 0.22
H 0.2559 -1.1584 -2.1086 0.0439 0.3988 0.0130 0.23
H 0.1905 0.3168 -1.1558 -0.1181 -0.0175 -0.3426 0.21
H -0.6809 0.0715 -4.0928 -0.1586 0.1216 0.1858 0.21
H -1.7866 -0.0489 -2.7106 0.2640 0.0546 -0.0871 0.22
H -2.0325 2.1774 -3.4848 0.1669 -0.0400 0.0432 0.24
H -1.0885 2.3049 -2.0140 -0.0340 -0.0638 -0.0486 0.20
H 0.1888 2.2730 -4.8063 -0.1792 0.1280 0.1880 0.22
H -0.3317 3.7471 -3.9884 0.1034 -0.1501 0.0742 0.24
H 1.1935 3.0263 -2.0068 0.0969 0.0336 -0.3381 0.24
H 1.9953 3.5738 -3.5107 -0.3156 -0.1167 0.2032 0.24
O -6.4907 -2.8851 3.9188 3.5260 -1.7003 -1.3582 -0.39
C -5.4921 -3.2847 3.4697 -3.5918 2.1565 1.6923 0.75
Cr -3.9277 -3.7019 2.4410 -2.9933 -0.2796 -0.6037 -0.68
C -4.0957 -1.8994 1.9104 -0.6160 4.3458 -0.9697 0.75
O -4.2728 -0.7912 1.5899 0.6390 -3.7509 1.0116 -0.42
C -5.2024 -4.0031 1.0390 -3.7116 0.5622 -3.4284 0.74
O -6.0785 -3.9683 0.2678 3.4075 -0.4700 2.8124 -0.38
C -3.3515 -5.6624 3.1249 0.4462 -0.9537 0.6419 -0.20
C -3.0988 -4.7326 4.1444 0.1203 -0.8115 0.3672 -0.14
C -2.3620 -3.5788 3.8671 1.0545 1.2071 0.7601 -0.22
C -1.8039 -3.3634 2.5790 0.5575 1.0169 -0.6741 -0.02
C -1.2349 -2.0783 2.2003 0.3299 -0.4973 0.3644 -0.11
C -0.7640 -0.9862 1.9025 -0.4590 -1.7033 0.1028 0.14
C -0.2818 0.2629 1.6401 0.2957 1.2026 0.2134 -0.26
C -0.5509 1.3419 2.5446 -0.1707 0.4568 0.5305 0.01
C -0.0904 2.6520 2.2409 -0.1799 -0.3281 0.0674 -0.20
C -0.3719 3.7167 3.0840 0.0098 -0.1042 0.0007 -0.20
C -1.0949 3.5131 4.2702 0.1575 -0.1376 -0.1716 -0.16
C -1.5419 2.2281 4.6065 0.1352 -0.2385 -0.2925 -0.20
C -1.2825 1.1537 3.7583 0.1288 0.3059 -0.3325 -0.20
C -2.0907 -4.3072 1.5643 1.6658 0.5753 -0.7576 -0.14
C -2.8281 -5.4581 1.8394 -0.2143 -0.5135 -0.1260 -0.17
H -3.9862 -6.5246 3.3216 0.1766 0.1926 -0.0223 0.28
H -3.4845 -4.9005 5.1512 -0.0306 0.1216 -0.3736 0.28
H -2.1817 -2.8237 4.6408 -0.1402 -0.4205 -0.3257 0.28
H 0.3384 0.4850 0.7659 -0.3220 -0.3174 0.3597 0.22
H 0.4780 2.7916 1.3162 -0.1743 0.0875 0.3228 0.20
H -0.0220 4.7139 2.8180 -0.1067 -0.2383 0.1380 0.23
H -1.2921 4.3529 4.9368 0.0246 -0.2388 -0.2087 0.24
H -2.0907 2.0644 5.5352 0.1543 0.0749 -0.2967 0.23
H -1.6438 0.1505 3.9956 0.1168 0.3648 0.0261 0.21
H -1.7256 -4.0901 0.5538 -0.1980 -0.2270 0.4692 0.26
H -3.0236 -6.1713 1.0382 -0.0830 0.2324 0.2552 0.28
```
Forces are in eV/Å.

=====

[2]
Molecular formula: C28H31GeN3PdS3Si
Method: DFT, the ωB97M-V functional and the def2-TZVPD basis

## Properties
Total charge: +2
ΔE to the lowest compared entry with this formula, charge and spin (kJ/mol): 0.00
Frontier orbital gap (Ha): 0.267
LUMO (eV): -7.0

Structure (XYZ):
```
68
Properties=species:S:1:pos:R:3:forces:R:3:nbo_charge:R:1
Pd 0.2296 -0.5486 0.3176 -0.4172 0.2832 0.7124 0.90
C -6.0970 0.8320 -1.8285 0.0250 0.0096 0.0372 -1.12
Si -4.9658 1.3849 -0.4595 -0.0254 0.0046 0.0103 1.63
C -5.8694 1.5777 1.1603 0.0290 -0.0026 -0.0408 -1.12
C -4.0433 2.9406 -0.9027 -0.0005 -0.0303 -0.0068 -1.13
C -3.7715 -0.0980 -0.1477 -0.0329 -0.0435 -0.1298 -0.43
C -4.3669 -1.3260 0.1845 0.0074 0.0692 -0.0491 -0.10
C -3.6234 -2.4710 0.4201 0.0585 -0.0409 0.0134 -0.23
C -2.2457 -2.3759 0.4207 0.0203 0.0047 0.1212 0.05
N -1.6595 -1.2085 0.1504 0.0446 -0.1359 0.0830 -0.49
C -2.3912 -0.1418 -0.1967 -0.1815 0.1426 -0.0840 0.09
S -1.2592 1.1250 -0.7596 0.4955 -0.3205 -0.1359 -0.03
H -6.9196 1.5419 -1.9360 -0.0082 0.0183 -0.0147 0.26
H -6.5379 -0.1473 -1.6336 -0.0198 -0.0031 0.0152 0.24
H -5.5697 0.7785 -2.7822 -0.0118 -0.0036 0.0607 0.25
H -6.5768 2.4061 1.0874 -0.0135 0.0069 -0.0013 0.26
H -5.1895 1.7987 1.9849 0.0126 0.0059 0.0023 0.25
H -6.4435 0.6871 1.4220 -0.0022 -0.0124 0.0062 0.25
H -4.7715 3.7530 -0.9678 -0.0118 0.0037 -0.0110 0.27
H -3.5470 2.8714 -1.8721 0.0073 -0.0044 0.0033 0.24
H -3.3075 3.2293 -0.1510 -0.0026 0.0117 0.0092 0.25
H -5.4476 -1.3912 0.2326 -0.0148 -0.0011 0.0100 0.24
H -4.0981 -3.4186 0.6311 -0.0002 -0.0078 -0.0132 0.26
H -1.6009 -3.2113 0.6608 0.0065 0.0120 -0.0215 0.23
C -1.5538 -1.8187 3.4610 -0.0343 0.0153 -0.0375 -0.66
C -0.1165 -1.4275 3.4455 0.0421 0.0335 0.0043 0.08
N 0.5820 -1.0082 2.4113 0.1804 -0.1980 -0.0467 -0.50
C 1.8737 -0.6640 2.7794 0.0098 -0.0584 0.0996 0.09
C 2.1596 -0.8593 4.0889 -0.0421 0.0072 -0.0627 -0.40
S 0.7846 -1.4592 4.8925 -0.0203 0.0361 -0.0482 0.58
C 2.7164 -0.0904 1.7447 0.0939 -0.0456 -0.0121 0.09
C 4.0274 0.2455 1.7872 -0.0603 -0.0258 0.0386 -0.40
S 4.5097 0.9070 0.2928 -0.0935 0.0045 -0.0697 0.60
C 2.9477 0.7005 -0.3424 -0.1480 0.0634 0.1278 0.09
N 2.1083 0.1717 0.5289 0.2418 0.0288 -0.2215 -0.47
C 2.5844 1.1057 -1.7227 0.0708 0.0493 -0.0162 -0.67
H -2.1324 -1.1701 2.8052 0.0077 -0.0058 0.0185 0.24
H -1.9535 -1.7258 4.4690 -0.0062 -0.0159 -0.0018 0.26
H -1.6825 -2.8555 3.1504 -0.0022 -0.0070 -0.0213 0.25
H 3.0783 -0.6553 4.6125 0.0195 0.0005 -0.0029 0.27
H 4.7193 0.1382 2.6055 -0.0030 -0.0027 0.0161 0.27
H 3.3544 1.7372 -2.1612 0.0063 -0.0041 0.0095 0.26
H 1.6513 1.6676 -1.7020 -0.0089 0.0219 -0.0251 0.24
H 2.4581 0.2263 -2.3531 -0.0109 -0.0175 -0.0134 0.26
Ge -0.8051 0.1927 -2.8704 -0.1440 0.0724 -0.3675 1.25
C 0.4106 -1.3276 -2.9327 0.0468 0.1072 0.0201 -0.48
C 0.5537 -2.3867 -2.0385 -0.1695 -0.0593 0.0548 -0.26
C 1.5102 -3.3726 -2.2505 0.0148 -0.0262 0.0165 -0.19
C 2.3178 -3.3292 -3.3763 -0.0023 -0.0061 0.0231 -0.18
C 2.1620 -2.3010 -4.2952 0.0178 0.0040 -0.0198 -0.19
C 1.2254 -1.3038 -4.0686 -0.0025 0.0515 -0.0119 -0.17
C -2.5051 -0.1266 -3.7004 -0.0347 0.0162 0.0808 -0.51
C -3.0398 -1.4142 -3.7316 0.0151 0.0055 0.0313 -0.21
C -4.2259 -1.6575 -4.4080 -0.0093 -0.0201 -0.0126 -0.19
C -4.8682 -0.6213 -5.0715 -0.0089 0.0053 -0.0280 -0.18
C -4.3388 0.6627 -5.0486 -0.0059 0.0022 -0.0303 -0.21
C -3.1660 0.9144 -4.3540 0.0510 -0.0137 -0.0322 -0.15
H -0.0644 1.4000 -3.4539 -0.0535 0.0153 0.0130 -0.12
H -0.1279 -2.5062 -1.2027 0.0865 0.0159 -0.0452 0.20
H 1.6057 -4.1893 -1.5470 -0.0029 -0.0089 -0.0020 0.23
H 3.0540 -4.1026 -3.5476 0.0010 -0.0051 0.0034 0.24
H 2.7722 -2.2729 -5.1879 0.0059 0.0098 -0.0008 0.24
H 1.1366 -0.4968 -4.7893 0.0124 -0.0107 -0.0051 0.22
H -2.5160 -2.2378 -3.2570 -0.0059 -0.0043 0.0099 0.21
H -4.6359 -2.6580 -4.4401 -0.0035 -0.0065 -0.0015 0.23
H -5.7815 -0.8162 -5.6177 -0.0041 -0.0014 -0.0019 0.24
H -4.8364 1.4643 -5.5780 -0.0049 0.0025 0.0020 0.24
H -2.7511 1.9163 -4.3517 -0.0065 0.0082 -0.0076 0.21
```
Forces are in eV/Å.

=====

Q: Look up the total charge of the first one.
A: +2

=====

Q: Look up the total charge of the second one.
A: +2